Entry w
Entry from the OMol25 dataset: C3H3NS2 in the gas phase (ωB97M-V/def2-TZVPD).

Bonds (Å) are listed after each position.
Cartesian coordinates (Å):
1 H -1.40316 -0.85789 1.09184  S9 1.296
2 C -0.62738 0.45390 -0.35975  H3 1.115, C5 1.463, H6 1.158, S9 1.770
3 H -0.94133 -0.29219 -1.12706  C2 1.115
4 N 1.45321 -2.18240 0.52642  C8 1.146
5 C 0.82717 0.41119 -0.20702  C2 1.463, S7 1.643, C8 1.635
6 H -0.70068 1.53465 -0.77012  C2 1.158
7 S 1.89928 1.61053 -0.54260  C5 1.643
8 C 1.20911 -1.07611 0.35422  N4 1.146, C5 1.635
9 S -1.71623 0.39831 1.03407  H1 1.296, C2 1.770

Charge: 0
HOMO in Eh: -0.3620
LUMO energy in eV: -1.7


Entry x
Entry from the OMol25 dataset: C3H3NS2 in the gas phase (ωB97M-V/def2-TZVPD).

Bonds (Å) are listed after each position.
Cartesian coordinates (Å):
1 C 0.34167 1.38584 0.66152  H3 1.107, S5 1.825, N8 1.287
2 H -1.19300 -2.22044 -0.40020  C7 0.996
3 H -0.04904 2.41418 0.78618  C1 1.107
4 S -0.85419 -1.11216 1.33158  S5 2.143, C7 1.608
5 S 0.85153 0.08378 1.83416  C1 1.825, S4 2.143
6 C 0.09446 0.27973 -1.50111  N8 1.199, H9 0.997
7 C -0.35720 -1.84263 -0.01234  H2 0.996, S4 1.608
8 N 0.34740 0.97488 -0.55768  C1 1.287, C6 1.199
9 H 0.81837 0.03681 -2.14210  C6 0.997

Charge: 0
HOMO in Eh: -0.2972
LUMO energy in eV: 0.0


If we sort the structures by their calculated energies, the order from most to least stable is entry w, entry x.